Below is an isolated molecule of C2H3ClO2, with properties calculated with wB97M-V/def2-TZVPD.

Computed properties:
HOMO level (spin up / spin down) = -6.30 / -11.32 eV
HOMO-LUMO gap (spin up / spin down) = 7.21 / 7.88 eV
Spin multiplicity = 3
LUMO energy (spin up / spin down) = 0.91 / -3.45 eV

Positions of all 8 atoms, in Å:
C: 1.147 -0.792 -0.565
C: -0.772 0.678 0.536
O: 0.432 -0.225 0.572
O: 2.215 -1.430 -0.494
Cl: -2.272 0.061 -0.167
H: 0.484 -0.581 -1.516
H: -0.880 0.704 1.562
H: -0.354 1.585 0.072

Atoms 1-2, force components in eV/Å:
C -6.738 4.413 -1.411
C 3.390 -1.394 -2.184

Below is C3H5GdO3 as an isolated structure, with properties calculated with wB97M-V/def2-TZVPD.

Computed properties:
Charge = +2
HOMO level (spin up / spin down) = -18.45 / -18.45 eV
HOMO-LUMO gap (spin up / spin down) = 6.64 / 8.35 eV
Spin multiplicity = 8
LUMO energy (spin up / spin down) = -11.82 / -10.11 eV

Positions of all 12 atoms, in Å:
O: 0.031 -0.900 -0.119
C: -0.376 0.190 -0.794
C: -0.121 -0.668 1.296
O: -0.457 0.197 -2.016
O: -0.730 1.169 -0.015
C: -0.452 0.829 1.363
H: 0.818 -0.925 1.793
H: -0.935 -1.308 1.652
H: 0.398 1.438 1.691
H: -1.348 1.051 1.951
H: 2.334 -0.167 -2.881
Gd: 0.838 -0.907 -3.921

Atoms 1-2, force components in eV/Å:
O -0.049 0.861 -1.403
C -0.144 -1.059 2.492

Below is C36H45NO3OsP2S as an isolated structure, with properties calculated with wB97M-V/def2-TZVPD.

Computed properties:
Charge = +2
HOMO level (spin up / spin down) = -12.67 / -12.67 eV
HOMO-LUMO gap (spin up / spin down) = 5.19 / 5.19 eV
LUMO energy (spin up / spin down) = -7.47 / -7.47 eV

Positions of all 89 atoms, in Å:
Os: -1.461 0.690 -0.049
C: 5.703 -3.344 -1.340
S: 4.656 -4.410 -0.332
C: 3.958 -3.188 0.802
C: 2.865 -2.331 0.168
C: 2.251 -1.385 1.190
N: 1.038 -0.710 0.698
P: 0.847 0.733 -0.137
C: 1.328 0.496 -1.854
C: 1.439 -0.775 -2.417
C: 1.671 -0.913 -3.776
C: 1.776 0.213 -4.580
C: 1.643 1.484 -4.030
C: 1.413 1.628 -2.675
C: 1.896 1.965 0.664
C: 3.141 2.323 0.143
C: 3.954 3.193 0.851
C: 3.538 3.706 2.071
C: 2.301 3.356 2.597
C: 1.479 2.491 1.896
P: -0.525 -1.210 0.974
C: -0.748 -2.881 0.381
C: -0.917 -3.084 -0.991
C: -0.963 -4.369 -1.500
C: -0.832 -5.453 -0.640
C: -0.665 -5.257 0.723
C: -0.623 -3.971 1.239
C: -0.943 -1.065 2.702
C: -0.111 -0.389 3.588
C: -0.514 -0.196 4.897
C: -1.752 -0.670 5.316
C: -2.582 -1.351 4.432
C: -2.181 -1.551 3.124
H: 6.239 -3.996 -2.027
H: 6.431 -2.825 -0.718
H: 5.126 -2.629 -1.926
H: 4.763 -2.567 1.204
H: 3.548 -3.764 1.635
H: 2.093 -2.994 -0.233
H: 3.280 -1.763 -0.669
H: 2.955 -0.613 1.510
H: 1.961 -1.938 2.090
H: 1.354 -1.660 -1.797
H: 1.774 -1.901 -4.205
H: 1.963 0.103 -5.640
H: 1.723 2.360 -4.660
H: 1.314 2.622 -2.254
H: 3.483 1.919 -0.802
H: 4.919 3.469 0.448
H: 4.183 4.386 2.613
H: 1.979 3.766 3.545
H: 0.502 2.226 2.302
H: -1.015 -2.238 -1.658
H: -1.103 -4.531 -2.561
H: -0.866 -6.460 -1.036
H: -0.569 -6.107 1.385
H: -0.499 -3.819 2.306
H: 0.862 -0.037 3.271
H: 0.137 0.316 5.593
H: -2.070 -0.517 6.339
H: -3.541 -1.722 4.766
H: -2.828 -2.077 2.430
C: -3.524 4.466 -0.056
C: -2.170 3.816 0.234
C: -1.072 4.855 0.339
O: -1.843 2.833 -0.759
C: -2.312 3.006 1.507
O: -2.448 3.446 2.593
O: -2.348 1.620 1.323
H: -3.450 5.057 -0.972
H: -3.795 5.132 0.761
H: -4.312 3.728 -0.176
H: -0.997 5.399 -0.604
H: -0.106 4.391 0.552
H: -1.315 5.563 1.129
H: -1.929 3.223 -1.640
C: -4.598 1.298 -2.241
C: -3.676 0.166 -1.816
C: -3.964 -1.119 -2.595
C: -2.204 0.593 -1.925
H: -5.641 1.028 -2.079
H: -4.470 1.525 -3.301
H: -4.387 2.205 -1.676
H: -3.900 -0.048 -0.756
H: -3.767 -0.969 -3.660
H: -5.007 -1.413 -2.486
H: -3.348 -1.945 -2.245
H: -2.052 1.527 -2.452
H: -1.543 -0.166 -2.383

Atoms 1-2, force components in eV/Å:
Os 0.747 0.729 -0.896
C 0.023 0.019 0.017

Below is a 6-piece molecular cluster, C37H33BrNO22 overall, with properties calculated with wB97M-V/def2-TZVPD.

Computed properties:
Charge = -1
HOMO level = -3.97 eV
HOMO-LUMO gap = 3.08 eV
LUMO energy = -0.89 eV

Positions of all 94 atoms, in Å:
C: 2.556 3.848 -4.337
C: 2.299 3.395 -2.802
C: 3.154 2.118 -2.345
C: 2.423 0.707 -2.536
C: 2.525 0.096 -4.026
N: 3.705 0.608 -4.803
Br: 3.183 0.622 -6.636
C: 4.857 -0.375 -4.715
C: 6.163 0.431 -5.264
O: 6.814 1.090 -4.379
O: 6.522 0.430 -6.596
H: 1.741 4.640 -4.563
H: 3.578 4.371 -4.420
H: 2.464 2.998 -5.090
H: 1.174 3.304 -2.612
H: 2.660 4.291 -2.161
H: 3.330 2.240 -1.206
H: 4.182 2.194 -2.842
H: 2.987 -0.043 -1.857
H: 1.335 0.690 -2.156
H: 2.513 -1.063 -3.964
H: 1.589 0.360 -4.651
H: 5.037 -0.696 -3.625
H: 4.677 -1.295 -5.377
C: 3.107 -4.502 1.262
C: 3.192 -4.207 -0.037
C: 3.472 -2.819 -0.503
O: 3.561 -2.591 -1.696
C: 3.625 -1.771 0.513
C: 3.537 -2.065 1.811
C: 3.284 -3.459 2.276
O: 3.227 -3.695 3.473
O: 3.674 -1.103 2.767
O: 3.027 -5.165 -0.993
H: 2.907 -5.505 1.612
H: 3.810 -0.764 0.162
H: 3.571 -1.567 3.620
H: 3.137 -4.701 -1.846
C: -0.964 5.752 -0.866
C: -1.601 6.818 -0.376
C: -1.834 6.978 1.088
O: -2.403 7.974 1.503
C: -1.365 5.912 1.980
C: -0.731 4.845 1.489
C: -0.474 4.698 0.028
O: 0.124 3.720 -0.382
O: -0.292 3.847 2.303
O: -2.064 7.804 -1.194
H: -0.787 5.625 -1.926
H: -1.556 6.032 3.038
H: 0.132 3.196 1.710
H: -2.483 8.460 -0.601
C: -1.690 -8.372 1.445
C: -0.424 -8.026 1.203
C: 0.156 -6.766 1.752
O: 1.322 -6.492 1.527
C: -0.717 -5.897 2.547
C: -1.984 -6.242 2.786
C: -2.556 -7.514 2.260
O: -3.714 -7.807 2.512
O: -2.807 -5.444 3.520
O: 0.391 -8.810 0.446
H: -2.122 -9.284 1.054
H: -0.289 -4.978 2.925
H: -3.665 -5.912 3.551
H: 1.250 -8.345 0.422
C: -2.788 -8.893 8.655
C: -3.666 -8.073 8.072
C: -3.838 -8.044 6.591
O: -4.662 -7.295 6.095
C: -2.991 -8.928 5.784
C: -2.112 -9.746 6.366
C: -1.959 -9.794 7.847
O: -1.158 -10.567 8.345
O: -1.317 -10.569 5.628
O: -4.441 -7.229 8.808
H: -2.655 -8.926 9.728
H: -3.114 -8.884 4.710
H: -0.774 -11.056 6.278
H: -4.988 -6.747 8.158
C: -2.812 9.987 -3.742
C: -3.187 10.150 -5.013
C: -4.325 11.041 -5.379
O: -4.628 11.181 -6.552
C: -5.044 11.718 -4.295
C: -4.671 11.552 -3.025
C: -3.516 10.682 -2.662
O: -3.192 10.569 -1.491
O: -5.331 12.171 -2.007
O: -2.544 9.509 -6.027
H: -1.986 9.345 -3.463
H: -5.879 12.348 -4.572
H: -4.870 11.893 -1.192
H: -3.000 9.792 -6.844

Atoms 1-2, force components in eV/Å:
C -0.583 0.549 0.693
C 0.659 0.654 -0.441

Below is an isolated molecule of C4H5N, with properties calculated with wB97M-V/def2-TZVPD.

Computed properties:
HOMO level = -8.32 eV
HOMO-LUMO gap = 9.40 eV
LUMO energy = 1.09 eV
SMILES = c1cc[nH]c1

Positions of all 10 atoms, in Å:
C: -0.009 -1.022 -0.625
C: -0.991 -0.605 0.292
C: -0.599 0.616 0.765
N: 0.573 0.951 0.164
C: 0.953 -0.042 -0.680
H: 0.025 -1.817 -1.353
H: -1.790 -1.119 0.795
H: -1.067 1.205 1.540
H: 1.081 1.781 0.413
H: 1.824 0.052 -1.310

Atoms 1-2, force components in eV/Å:
C 0.676 -0.013 -1.032
C -0.129 0.136 0.840

Below is an isolated molecule of C5H6O, with properties calculated with wB97M-V/def2-TZVPD.

Computed properties:
HOMO level = -8.07 eV
HOMO-LUMO gap = 9.09 eV
LUMO energy = 1.03 eV
SMILES = Cc1ccco1

Positions of all 12 atoms, in Å:
C: -2.095 0.076 0.042
C: -0.609 0.123 0.088
C: 0.354 1.207 -0.048
C: 1.538 0.522 0.045
C: 1.282 -0.768 -0.011
O: -0.073 -1.072 -0.153
H: -2.581 -0.795 -0.638
H: -2.404 1.064 -0.030
H: -2.239 -0.247 1.028
H: 0.086 2.234 -0.346
H: 2.720 0.882 0.041
H: 2.183 -1.525 0.470

Atoms 1-2, force components in eV/Å:
C 0.746 -2.780 -1.106
C -0.228 3.018 -3.785

Strongest force on any atom for every record listed, in sequence, given in eV/A: 8.18, 2.81, 1.63, 5.93, 1.23, 6.33.
DFT total energy for every record listed, in sequence, given in eV: -18734.0094, -30149.4451, -77561.8347, -155477.3404, -5718.6855, -7326.4196.